Entry from OMol25: the molecule C4H5NO (ωB97M-V/def2-TZVPD).

Values from the calculation:
energy relative to the best compared isomer or geometry (same formula, charge and spin)	532.9	kJ/mol
calculated total energy	-285.2116	a.u.
Kohn-Sham gap (spin up / spin down)	8.0 / 8.0	eV
spin multiplicity	1

The geometry in XYZ format:
```
11
C4H5NO (ωB97M-V/def2-TZVPD)
C -1.53 -0.23 0.33
C -0.17 -0.17 0.35
C 0.97 -0.96 0.58
O 1.91 -0.57 -0.26
N 1.65 0.52 -1.00
C 0.37 0.94 -0.49
H -1.98 -0.09 -0.66
H -2.20 -0.51 1.12
H -0.54 1.20 -1.08
H 1.14 -1.93 1.04
H 0.48 1.86 0.11
```

***

Entry from OMol25: the molecule C4H5NO (ωB97M-V/def2-TZVPD).

Values from the calculation:
energy relative to the best compared isomer or geometry (same formula, charge and spin)	387.5	kJ/mol
calculated total energy	-285.2670	a.u.
Kohn-Sham gap	9.8	eV
spin multiplicity	1
SMILES	C#CC(=C)NO

The geometry in XYZ format:
```
11
C4H5NO (ωB97M-V/def2-TZVPD)
C -2.43 0.56 -0.84
C -1.30 0.40 -0.44
C 0.05 0.18 0.01
C 0.92 1.18 0.18
N 0.32 -1.20 0.19
O 1.62 -1.41 0.69
H -3.42 0.71 -1.21
H 1.93 0.97 0.52
H 0.62 2.20 -0.03
H -0.31 -1.58 0.89
H 2.00 -2.01 0.04
```

***

Entry from OMol25: the molecule C4H5NO (ωB97M-V/def2-TZVPD).

Values from the calculation:
energy relative to the best compared isomer or geometry (same formula, charge and spin)	172.3	kJ/mol
calculated total energy	-285.3490	a.u.
Kohn-Sham gap	10.5	eV
spin multiplicity	1
SMILES	[H]/N=C1\C=CCO1

The geometry in XYZ format:
```
11
C4H5NO (ωB97M-V/def2-TZVPD)
H 2.41 0.55 0.35
N 1.98 -0.35 0.53
C 1.00 -0.44 -0.26
C 0.34 0.81 -0.66
C -0.89 0.67 -0.20
C -1.07 -0.76 0.29
O 0.09 -1.45 -0.19
H 0.87 1.69 -1.00
H -1.66 1.42 -0.16
H -1.97 -1.23 -0.10
H -1.08 -0.82 1.39
```